(1)
Formula: C29H33BF5KN3O8
Source: the Open Molecules 2025 dataset
Level of theory: ωB97M-V/def2-TZVPD

The value obtained for the HOMO-LUMO gap is 6.3 eV. As for the net charge: +1.

Each line ends with the Mulliken charge.
CARTESIAN COORDINATES (ANGSTROEM)
N: -0.27 3.94 -3.49  -0.590
C: -1.40 4.44 -2.65  -0.523
C: -2.01 3.35 -1.62  -0.201
C: -3.53 2.90 -1.98  -0.280
C: -4.57 3.11 -0.75  -0.812
C: -5.13 1.73 -0.12  -1.085
C: -4.03 0.58 0.05  0.411
C: -4.14 -0.68 -0.90  0.021
N: -5.22 -0.83 -1.90  -0.659
C: -3.08 -1.86 -0.86  -0.851
C: -1.92 -1.68 0.20  0.612
C: -1.83 -0.43 1.19  0.383
C: -2.90 0.74 1.12  0.593
C: -2.70 1.96 2.13  -0.177
C: -3.72 2.00 3.38  -0.051
O: -2.96 2.50 4.53  -0.595
C: -4.48 0.62 3.69  0.490
F: -3.61 -0.50 3.88  -0.195
F: -5.14 0.80 4.96  -0.287
F: -5.55 0.33 2.76  -0.245
C: -0.62 -0.39 2.26  -0.582
O: -0.74 -0.05 3.47  -0.497
C: 0.81 -0.87 1.67  0.067
C: 2.14 -0.15 2.09  -0.288
N: 2.02 0.97 3.08  0.575
C: 3.15 0.97 4.03  0.563
O: 3.02 0.35 5.12  -0.463
F: 4.39 1.69 3.80  -0.225
C: 1.87 2.28 2.41  0.638
O: 1.42 2.39 1.24  -0.419
F: 2.25 3.45 3.16  -0.248
C: 3.51 -0.62 1.45  -0.448
C: 3.44 -1.80 0.43  0.931
C: 4.81 -2.30 -0.31  -0.829
C: 4.80 -1.53 -1.75  -0.574
C: 6.16 -1.75 -2.60  -0.401
C: 5.82 -1.27 -4.12  -0.552
O: 5.38 0.14 -4.11  -0.526
C: 2.10 -2.58 0.02  -1.846
C: 2.15 -3.83 -1.06  -0.442
B: 2.28 -5.26 -0.27  0.565
O: 1.29 -6.28 -0.53  -0.462
O: 3.33 -5.59 0.72  -0.792
C: 0.73 -2.09 0.67  1.363
C: -0.72 -2.75 0.36  0.182
O: -0.88 -4.01 0.23  -0.557
H: -0.40 2.96 -3.79  0.218
H: 0.65 4.11 -3.07  0.247
H: -2.19 4.92 -3.35  0.260
H: -0.97 5.32 -2.03  0.286
H: -1.96 3.84 -0.57  0.057
H: -1.29 2.44 -1.56  0.150
H: -3.92 3.58 -2.84  0.383
H: -3.59 1.82 -2.40  0.151
H: -5.50 3.68 -1.15  0.439
H: -4.08 3.81 0.02  0.369
H: -5.62 1.99 0.88  0.206
H: -5.97 1.37 -0.83  0.354
H: -6.13 -0.81 -1.38  0.359
H: -5.25 -0.04 -2.56  0.348
H: -3.13 -2.77 -1.57  0.377
H: -2.91 2.92 1.51  0.119
H: -1.61 2.09 2.50  -0.121
H: -4.53 2.82 3.19  0.403
H: -2.55 1.72 5.00  0.391
H: 4.50 -0.09 1.75  0.360
H: 5.75 -1.94 0.27  0.453
H: 4.80 -3.43 -0.49  0.189
H: 4.70 -0.40 -1.56  0.288
H: 3.88 -1.82 -2.39  0.291
H: 6.99 -1.04 -2.23  0.306
H: 6.49 -2.85 -2.65  0.281
H: 6.77 -1.28 -4.78  0.314
H: 4.99 -1.89 -4.61  0.294
H: 4.39 0.18 -4.18  0.319
H: 1.19 -3.75 -1.70  0.341
H: 3.03 -3.75 -1.80  0.224
H: 1.20 -6.76 0.33  0.302
H: 3.82 -4.76 1.03  0.385
K: 2.74 -4.35 1.97  0.961

(2)
Formula: C34H47NP
Source: the Open Molecules 2025 dataset
Level of theory: ωB97M-V/def2-TZVPD

The value obtained for the HOMO-LUMO gap is 6.5 eV. As for the net charge: +1.

Each line ends with the Mulliken charge.
CARTESIAN COORDINATES (ANGSTROEM)
C: -2.44 3.10 2.84  -0.814
C: -3.28 1.85 2.57  -1.063
C: -2.79 1.05 1.36  -0.725
C: -1.27 0.80 1.37  -0.040
P: -0.65 -0.12 -0.16  0.132
C: -1.73 -1.67 -0.06  -0.028
C: -1.35 -2.66 -1.16  0.036
C: -2.26 -3.89 -1.15  -1.017
C: -2.34 -4.57 0.22  -0.723
C: -2.53 -3.59 1.39  -1.006
C: -1.65 -2.34 1.32  -0.500
C: -1.62 0.79 -1.52  0.220
C: -1.52 2.32 -1.42  -0.835
C: -2.31 3.07 -2.50  -1.078
C: -2.06 2.56 -3.93  -0.777
C: -2.04 1.03 -4.03  -0.909
C: -1.20 0.35 -2.93  -0.075
C: -0.46 2.08 1.60  -0.055
C: -0.93 2.84 2.85  -0.904
H: -2.67 3.87 2.09  0.356
H: -2.73 3.53 3.81  0.443
H: -3.29 1.20 3.45  0.362
H: -4.32 2.15 2.37  0.403
H: -3.34 0.10 1.30  0.287
H: -3.05 1.60 0.45  0.173
H: -1.03 0.12 2.21  0.892
H: -2.76 -1.31 -0.23  1.190
H: -1.44 -2.19 -2.15  -0.598
H: -0.30 -2.95 -1.04  0.149
H: -3.27 -3.58 -1.46  0.396
H: -1.90 -4.60 -1.90  0.428
H: -3.17 -5.28 0.22  0.397
H: -1.42 -5.15 0.38  0.309
H: -3.58 -3.28 1.43  0.395
H: -2.31 -4.11 2.34  0.385
H: -0.61 -2.62 1.52  -0.148
H: -1.96 -1.65 2.12  0.174
H: -2.67 0.49 -1.37  0.827
H: -1.91 2.69 -0.47  0.000
H: -0.46 2.60 -1.47  0.420
H: -3.38 3.00 -2.28  0.344
H: -2.04 4.13 -2.44  0.386
H: -2.85 2.95 -4.58  0.388
H: -1.11 2.96 -4.30  0.337
H: -3.07 0.65 -3.97  0.371
H: -1.65 0.73 -5.00  0.420
H: -0.13 0.60 -3.07  0.337
H: -1.30 -0.73 -3.06  -0.291
H: 0.61 1.82 1.70  -0.483
H: -0.53 2.75 0.73  0.328
H: -0.39 3.79 2.90  0.396
H: -0.65 2.26 3.74  0.327
C: 2.93 1.94 4.04  -0.793
N: 2.96 1.17 2.81  0.305
C: 2.19 0.06 2.61  -1.433
C: 2.43 -0.45 1.31  1.887
C: 1.67 -1.42 0.62  -0.496
C: 2.14 -2.11 -0.60  -0.117
C: 2.04 -1.46 -1.85  0.245
C: 2.42 -2.11 -3.03  -1.255
C: 3.02 -3.38 -2.97  -0.609
C: 3.18 -4.01 -1.73  -0.828
C: 2.70 -3.41 -0.56  -0.172
C: 3.52 0.37 0.75  1.101
C: 4.24 0.35 -0.43  -0.276
C: 5.09 1.43 -0.72  -0.810
C: 5.17 2.54 0.14  -0.757
C: 4.52 2.53 1.38  -1.011
C: 3.75 1.41 1.68  0.124
H: 3.56 2.83 3.94  0.282
H: 1.89 2.25 4.27  0.262
H: 3.29 1.34 4.89  0.328
H: 1.52 -0.29 3.39  0.434
H: 0.93 -1.94 1.23  0.354
H: 1.68 -0.43 -1.88  0.913
H: 2.27 -1.61 -3.99  0.462
H: 3.35 -3.87 -3.90  0.415
H: 3.67 -4.99 -1.67  0.416
H: 2.78 -3.93 0.40  0.463
H: 4.14 -0.50 -1.09  0.495
H: 5.67 1.41 -1.64  0.431
H: 5.78 3.40 -0.15  0.392
H: 4.59 3.35 2.10  0.306

(3)
Formula: C2H12NO2
Source: the Open Molecules 2025 dataset
Level of theory: ωB97M-V/def2-TZVPD

The value obtained for the HOMO-LUMO gap is 12.6 eV. As for the net charge: +1. For the energy above the lowest of the compared OMol25 structures with the same formula, charge and spin, the calculation gives 99.2 kJ/mol.

Each line ends with the natural charge from an NBO analysis.
CARTESIAN COORDINATES (ANGSTROEM)
C: -0.05 -1.15 1.50  -0.407
N: 0.95 -0.15 0.97  -0.518
C: 1.90 -0.60 -0.06  -0.437
H: -0.81 -1.20 0.72  0.233
H: -0.53 -0.66 2.35  0.239
H: 0.46 -2.09 1.65  0.234
H: 0.42 0.76 0.95  0.490
H: 1.62 0.10 1.70  0.415
H: 2.61 -1.34 0.37  0.233
H: 1.37 -1.27 -0.74  0.234
H: 2.55 0.15 -0.50  0.252
H: -2.51 0.76 -2.90  0.492
H: -3.47 1.22 -1.86  0.495
O: -2.65 0.71 -1.94  -0.958
H: -1.28 1.19 -0.88  0.519
H: -0.06 2.06 -1.00  0.488
O: -0.51 1.51 -0.35  -1.004

(4)
Formula: C8H14Cl4N2
Source: the Open Molecules 2025 dataset
Level of theory: ωB97M-V/def2-TZVPD

The value obtained for the HOMO-LUMO gap is 11.3 eV. The SMILES is ClCCCl.ClCCCl.CC#N.CC#N. For the energy above the lowest of the compared OMol25 structures with the same formula, charge and spin, the calculation gives 0.0 kJ/mol.

Each line ends with the natural charge from an NBO analysis.
CARTESIAN COORDINATES (ANGSTROEM)
Cl: 2.02 -2.15 -1.04  -0.077
C: 3.35 -2.06 0.14  -0.386
C: 4.54 -2.90 -0.31  -0.385
Cl: 5.30 -2.31 -1.81  -0.057
H: 2.98 -2.41 1.09  0.224
H: 3.64 -1.02 0.24  0.243
H: 4.21 -3.92 -0.48  0.217
H: 5.28 -2.89 0.48  0.222
Cl: -1.10 -0.12 -1.77  -0.073
C: -1.17 -1.22 -0.35  -0.383
C: -2.60 -1.46 0.09  -0.386
Cl: -3.48 0.02 0.56  -0.064
H: -0.53 -0.75 0.38  0.227
H: -0.74 -2.18 -0.61  0.240
H: -2.58 -2.09 0.98  0.227
H: -3.19 -1.99 -0.66  0.226
C: -2.87 3.03 -1.33  -0.746
C: -2.95 3.59 0.00  0.294
N: -3.01 4.04 1.05  -0.343
H: -2.99 1.94 -1.23  0.275
H: -1.94 3.26 -1.83  0.255
H: -3.64 3.40 -2.00  0.257
C: -0.19 1.95 1.36  -0.729
C: 1.08 1.22 1.49  0.307
N: 2.09 0.67 1.55  -0.368
H: -0.72 1.86 2.31  0.264
H: -0.83 1.51 0.60  0.256
H: 0.02 2.98 1.10  0.264